Entry 1:
{
  "formula": "C23H48N3O9P2",
  "method": "ωB97M-V with the def2-TZVPD basis set",
  "orbital_gap_ha": 0.2199,
  "de_lowest_kcal_mol": 0.0,
  "multiplicity": 1,
  "total_charge": 1,
  "species": ["C", "C", "O", "O", "C", "C", "C", "C", "C", "C", "C", "O", "N", "N", "C", "P", "P", "O", "O", "O", "C", "N", "H", "H", "H", "H", "H", "H", "H", "H", "H", "H", "H", "H", "H", "H", "H", "H", "H", "H", "C", "C", "O", "C", "C", "H", "H", "H", "H", "H", "H", "H", "H", "H", "H", "C", "C", "O", "C", "C", "H", "H", "H", "H", "H", "H", "H", "H", "H", "H", "C", "C", "O", "C", "C", "H", "H", "H", "H", "H", "H", "H", "H", "H", "H"],
  "xyz": [[1.53801, 3.48397, 0.37678], [1.13396, 2.07907, 0.05331], [-0.01587, 1.70445, 0.12680], [2.13089, 1.18510, -0.30838], [2.62092, 0.47571, 0.85253], [2.74295, -0.99087, 0.54691], [3.98765, -1.41602, -0.27571], [4.89963, -0.30278, -0.61886], [5.82830, 0.18099, 0.33148], [5.89478, -0.45649, 1.69395], [6.32015, 0.60645, 2.72257], [5.59875, 1.56460, 2.89551], [6.65708, 1.15604, 0.13063], [6.59916, 1.66446, -1.09779], [5.81143, 1.28817, -2.07007], [5.86364, 2.11508, -3.70320], [7.95467, 2.54058, -4.17196], [8.10530, 2.49618, -5.60271], [8.90284, 1.47752, -3.40511], [8.25433, 3.98827, -3.54673], [4.88383, 0.27214, -1.85211], [4.01257, -0.07030, -2.88433], [2.54889, 3.70352, 0.06599], [0.82606, 4.13550, -0.10273], [1.45935, 3.65105, 1.43998], [3.53121, 0.95041, 1.20401], [1.89891, 0.57391, 1.65356], [2.75874, -1.51494, 1.49375], [1.84672, -1.32082, 0.05141], [4.54656, -2.21693, 0.18333], [3.62626, -1.82373, -1.20619], [4.92586, -0.78609, 2.02522], [6.61632, -1.26613, 1.67407], [7.24120, 0.47552, 3.30427], [7.22841, 2.43234, -1.26167], [5.57053, 1.05801, -4.57389], [9.34287, 1.86849, -2.64297], [8.82716, 3.90175, -2.77839], [3.06184, 0.21513, -2.69183], [4.06452, -1.04475, -3.13725], [-1.96950, 2.15360, 3.21249], [-2.35704, 1.12218, 2.16560], [-2.62348, -0.16492, 2.69545], [-3.69832, -0.25200, 3.61336], [-5.03444, 0.16582, 3.02424], [-1.13875, 1.78882, 3.82060], [-1.67040, 3.08437, 2.72806], [-2.79508, 2.38334, 3.88730], [-1.53156, 0.98447, 1.47130], [-3.20887, 1.47487, 1.57241], [-3.48010, 0.31988, 4.52252], [-3.74399, -1.30084, 3.90839], [-5.06009, 1.23041, 2.78750], [-5.84015, -0.03546, 3.73030], [-5.22888, -0.38123, 2.10060], [-7.27282, -5.03480, 2.40482], [-6.59534, -5.35854, 1.08391], [-6.64714, -4.30539, 0.14035], [-6.02045, -3.09917, 0.52688], [-4.53054, -3.23521, 0.79367], [-8.29458, -4.69360, 2.23591], [-7.29876, -5.91942, 3.04124], [-6.74663, -4.24939, 2.95033], [-7.10709, -6.19687, 0.61197], [-5.55885, -5.67528, 1.24836], [-6.52951, -2.66294, 1.39452], [-6.17651, -2.41054, -0.30431], [-4.33068, -3.85426, 1.67009], [-4.08644, -2.25429, 0.97338], [-4.02856, -3.69703, -0.05810], [-4.00484, -0.89620, -2.31660], [-4.36848, 0.34750, -3.11159], [-4.24410, 1.54996, -2.37627], [-2.94904, 1.85024, -1.89903], [-1.91555, 2.03027, -2.99931], [-4.56792, -0.93034, -1.38292], [-4.23001, -1.79258, -2.89494], [-2.94303, -0.92194, -2.06335], [-5.41590, 0.29358, -3.40636], [-3.78414, 0.40070, -4.03737], [-2.62005, 1.09162, -1.17970], [-3.04682, 2.78396, -1.34409], [-1.72426, 1.09773, -3.53333], [-0.97011, 2.36939, -2.57333], [-2.25759, 2.76497, -3.72913]]
}

Entry 2:
{
  "formula": "C23H49BMg2N4O25",
  "method": "ωB97M-V with the def2-TZVPD basis set",
  "orbital_gap_ha": [0.1719, 0.3016],
  "multiplicity": 2,
  "s_squared": 0.753,
  "total_charge": 1,
  "species": ["Mg", "Mg", "O", "C", "O", "B", "O", "C", "O", "O", "C", "O", "C", "O", "O", "N", "O", "O", "O", "C", "N", "O", "O", "H", "H", "H", "C", "N", "O", "O", "H", "H", "H", "C", "N", "O", "O", "H", "H", "H", "C", "O", "C", "C", "O", "C", "H", "H", "H", "H", "H", "H", "H", "H", "H", "H", "C", "O", "C", "C", "O", "C", "H", "H", "H", "H", "H", "H", "H", "H", "H", "H", "C", "O", "C", "C", "O", "C", "H", "H", "H", "H", "H", "H", "H", "H", "H", "H", "C", "O", "C", "C", "O", "C", "H", "H", "H", "H", "H", "H", "H", "H", "H", "H"],
  "xyz": [[27.01958, -23.43908, 26.31946], [21.95753, -15.98826, 25.06985], [28.33899, -19.54320, 28.06081], [27.50303, -19.30401, 27.18333], [26.90268, -18.21554, 26.92980], [26.26198, -18.39059, 25.66219], [26.16142, -19.84520, 25.43443], [27.01503, -20.36848, 26.24636], [27.39413, -21.58132, 26.20880], [27.04248, -17.67326, 24.64034], [26.18201, -16.79785, 24.02275], [26.41352, -16.04508, 23.01625], [24.82764, -16.96068, 24.77706], [24.93637, -17.81942, 25.68282], [23.81266, -16.26892, 24.63458], [21.24649, -18.50146, 23.11389], [21.37275, -17.52035, 23.86250], [20.15753, -18.85935, 22.80380], [22.23849, -19.05088, 22.68244], [24.97849, -20.84272, 22.03588], [24.56603, -22.02032, 21.19662], [24.92535, -23.18655, 21.43823], [23.90057, -21.80550, 20.15800], [24.28634, -20.05895, 21.72810], [26.00893, -20.66607, 21.72751], [24.84700, -21.05890, 23.09611], [28.89220, -13.58058, 24.84374], [28.40288, -12.33988, 25.54917], [27.30787, -11.97169, 25.19999], [29.03554, -11.72080, 26.34909], [29.21547, -13.30600, 23.83965], [28.03862, -14.24584, 24.71365], [29.67452, -14.15669, 25.33787], [28.95279, -16.89196, 29.24022], [28.67021, -15.68414, 28.44850], [29.51273, -15.32062, 27.60679], [27.71426, -14.99758, 28.82138], [28.00862, -17.21968, 29.67523], [29.51130, -16.55882, 30.11498], [29.31304, -17.66497, 28.56141], [22.50146, -13.25799, 26.20741], [22.46095, -14.71215, 26.36857], [22.73859, -15.13365, 27.71861], [22.51846, -16.64519, 27.86479], [22.16227, -17.21586, 26.62707], [21.99287, -18.57874, 26.75720], [21.97665, -12.99817, 25.28809], [23.56338, -13.01813, 26.15363], [22.06440, -12.59263, 26.95197], [22.19413, -14.58288, 28.48563], [23.76405, -14.82085, 27.91527], [21.77212, -16.91653, 28.61143], [23.45034, -17.06195, 28.24690], [21.34183, -18.75017, 27.61443], [22.91911, -19.14326, 26.86433], [21.45067, -19.09185, 25.96294], [23.16411, -14.22018, 22.77798], [22.09582, -14.62350, 23.65501], [20.82408, -14.32756, 23.09786], [19.69107, -14.53587, 24.09544], [20.13231, -15.24538, 25.21785], [19.03475, -15.95919, 25.92429], [23.13216, -14.82399, 21.87108], [24.11673, -14.32438, 23.29735], [23.24332, -13.19220, 22.42431], [20.70348, -14.96629, 22.22288], [20.69536, -13.35282, 22.62734], [18.81382, -15.02156, 23.66807], [19.37458, -13.53009, 24.37176], [18.65332, -16.70868, 25.23084], [18.35480, -15.15577, 26.20766], [19.34092, -16.50523, 26.81659], [28.38809, -22.90917, 23.47476], [27.96998, -23.69216, 24.61004], [28.68984, -24.89880, 24.63716], [27.93053, -25.96412, 25.44068], [27.17999, -25.33315, 26.45206], [26.55724, -26.29743, 27.27425], [29.43392, -22.60282, 23.49668], [27.81069, -21.99536, 23.61495], [28.23827, -23.40045, 22.51334], [29.71592, -24.77347, 24.98293], [28.72410, -25.39207, 23.66577], [28.69631, -26.57002, 25.92502], [27.36087, -26.68954, 24.85987], [25.86005, -26.86319, 26.65623], [25.92462, -25.84713, 28.03918], [27.23745, -27.03257, 27.70433], [25.02346, -22.67773, 28.61835], [26.26259, -23.21880, 28.19124], [27.21499, -23.19058, 29.22539], [28.46715, -24.01992, 28.71672], [28.72688, -23.57921, 27.41922], [30.09572, -23.16568, 27.14506], [24.21315, -22.85936, 27.91230], [25.22523, -21.60988, 28.70236], [24.49606, -23.04205, 29.49996], [26.96893, -23.49558, 30.24250], [27.54765, -22.15764, 29.32776], [28.39100, -25.10656, 28.75533], [29.32157, -23.86686, 29.37599], [30.78037, -23.96830, 26.87091], [30.58895, -22.59191, 27.92967], [29.91052, -22.62521, 26.21680]]
}

Calculated values (Eh) of electronic energy for the records, taken in order: -2429.03519, -3430.39365.